[1]
This record from the Open Molecules 2025 dataset describes a cluster of 2 separate species, C3H10NO in total. The level of theory is the ωB97M-V functional and the def2-TZVPD basis.

Calculated values
Molar mass in g/mol: 76.1
Net charge: +1
2S+1: 1
E_tot in hartree: -250.03543
HOMO in eV: -13.84

Geometry as XYZ:
```
15
Properties=species:S:1:pos:R:3:forces:R:3:nbo_charge:R:1
C 0.523 -0.682 2.542 -0.31 -0.10 -1.78 -0.412
N -0.564 0.150 1.895 -0.28 0.39 0.52 -0.670
H 0.497 -1.646 2.044 -0.34 -0.32 0.43 0.237
H 1.460 -0.275 2.175 0.19 0.38 0.78 0.252
H 0.298 -0.716 3.596 0.52 -0.02 0.21 0.241
H -1.485 -0.135 2.226 -0.05 -0.16 -0.11 0.434
H -0.563 0.146 0.871 0.44 -0.11 -0.19 0.467
H -0.469 1.126 2.180 0.09 0.05 -0.09 0.440
O 0.757 0.391 -0.818 -0.44 0.16 0.41 -0.615
C 0.563 -0.042 -1.934 -0.06 -0.20 0.10 0.484
C -0.353 0.552 -2.953 0.48 0.22 -0.19 -0.738
H 1.061 -0.979 -2.205 0.20 -0.17 -0.22 0.127
H -0.150 1.616 -3.089 -0.07 -0.01 0.22 0.260
H -1.382 0.431 -2.619 -0.11 -0.02 -0.07 0.250
H -0.192 0.064 -3.911 -0.24 -0.09 -0.01 0.243
```
Positions in Å, forces in eV/Å.


[2]
This record from the Open Molecules 2025 dataset describes a structure of composition C23H63Be2N5O10. The level of theory is the ωB97M-V functional and the def2-TZVPD basis.

Calculated values
Molar mass in g/mol: 587.8
Net charge: +2
2S+1: 1
E_tot in hartree: -1968.48216
HOMO in eV: -12.50

Geometry as XYZ:
```
103
Properties=species:S:1:pos:R:3:forces:R:3:mulliken_charge:R:1
Be -6.990 -1.278 -3.900 0.03 0.00 -0.05 0.424
Be -1.836 3.260 0.907 0.14 0.32 -0.05 0.609
C -2.650 -1.061 -1.517 0.91 -0.02 -1.12 0.887
O -3.561 -0.232 -1.388 -0.97 0.57 0.40 -0.283
O -1.548 -0.687 -1.083 -0.27 -0.60 0.11 -0.331
O -2.948 -2.056 -2.198 0.32 0.05 0.61 -0.299
C 0.966 -6.012 5.144 -0.19 0.80 0.43 -1.241
C 1.288 -5.478 3.758 0.74 1.13 0.13 0.515
C 1.958 -6.462 2.826 0.83 -1.39 -0.39 -0.759
O 3.174 -6.979 3.407 -1.98 1.09 1.04 -0.282
C 4.003 -7.642 2.520 -0.02 0.18 -0.59 -0.700
N 0.141 -4.757 3.215 -0.44 -0.80 -0.18 -0.622
H 0.753 -5.118 5.730 -0.17 0.00 0.18 0.343
H 1.788 -6.492 5.674 0.02 -0.24 -0.51 0.340
H 0.058 -6.613 5.196 0.11 -0.28 -0.25 0.329
H 2.024 -4.681 3.865 0.36 0.01 0.34 0.200
H 2.194 -6.077 1.834 0.11 0.67 -0.08 0.386
H 1.266 -7.270 2.589 -0.19 -0.55 0.29 0.340
H 4.273 -6.932 1.739 0.49 -0.08 -0.33 0.309
H 3.458 -8.457 2.045 0.21 -0.40 -0.03 0.304
H 4.878 -7.974 3.080 -0.11 -0.09 -0.23 0.240
H 0.265 -4.315 2.315 0.53 0.08 -0.03 0.253
H -0.658 -5.365 3.104 -0.29 -0.14 0.21 0.258
C -4.647 -0.160 7.048 -0.25 -0.10 0.56 -1.406
C -4.148 1.189 6.516 0.47 -0.24 1.39 0.498
C -3.235 1.979 7.503 0.12 -0.78 1.20 -0.644
O -3.904 2.268 8.718 0.18 -0.60 -0.22 -0.339
C -4.712 3.395 8.680 -0.87 0.28 1.10 -0.695
N -3.467 0.816 5.300 -0.12 0.53 -1.21 -0.643
H -3.830 -0.864 7.203 0.21 0.13 0.19 0.396
H -5.252 -0.599 6.255 -0.30 -0.03 0.14 0.409
H -5.236 -0.116 7.965 0.01 0.18 0.03 0.315
H -5.018 1.833 6.394 0.04 -0.04 -0.85 0.172
H -2.789 2.905 7.143 -0.21 0.00 -0.73 0.390
H -2.421 1.364 7.887 0.25 -0.32 -0.59 0.266
H -4.136 4.319 8.633 0.05 0.13 -0.77 0.297
H -5.206 3.476 9.647 -0.01 -0.24 0.13 0.271
H -5.530 3.270 7.971 0.14 0.52 -0.45 0.297
H -4.151 0.363 4.711 -0.34 0.44 -0.58 0.307
H -2.847 0.031 5.439 0.65 0.17 0.61 0.331
C 3.144 -1.183 -6.393 -0.17 -1.47 -1.10 -1.332
C 3.150 -2.695 -6.048 2.10 0.56 1.10 0.508
C 4.389 -3.526 -6.594 -0.99 1.24 -0.60 -0.615
O 4.161 -3.711 -7.974 0.98 -1.12 0.15 -0.323
C 5.253 -4.412 -8.627 -1.52 0.73 -1.47 -0.791
N 3.275 -2.739 -4.592 -0.39 -0.84 0.40 -0.671
H 3.994 -0.615 -6.016 -0.08 -0.32 0.34 0.342
H 2.189 -0.810 -6.022 0.11 0.44 -0.14 0.357
H 3.191 -1.136 -7.481 -0.30 0.40 -0.07 0.339
H 2.210 -3.176 -6.316 0.00 -0.06 -0.68 0.278
H 4.543 -4.464 -6.062 -0.46 -0.30 0.11 0.331
H 5.335 -2.993 -6.494 0.01 0.49 0.42 0.320
H 5.551 -5.385 -8.236 -0.03 0.28 0.68 0.317
H 6.077 -3.745 -8.881 0.32 0.03 0.73 0.326
H 4.819 -4.612 -9.607 0.04 -0.26 -0.09 0.270
H 2.510 -2.273 -4.126 -0.05 0.59 -0.06 0.244
H 3.145 -3.698 -4.302 0.43 -0.40 0.28 0.261
C -1.930 5.487 -5.115 0.28 0.00 -1.18 -1.493
C -1.306 4.926 -3.850 0.83 0.15 0.11 0.328
C 0.188 5.274 -3.635 -0.93 -1.29 -0.62 -0.706
O 0.565 4.885 -2.322 0.72 0.03 0.16 -0.304
C 1.971 4.620 -2.184 0.47 0.35 0.28 -0.725
N -2.064 5.473 -2.753 -0.47 -0.20 0.33 -0.509
H -2.010 6.573 -5.163 0.07 0.09 0.42 0.369
H -2.934 5.074 -5.216 -0.08 0.05 -0.02 0.432
H -1.400 5.217 -6.029 0.18 -0.27 -0.01 0.381
H -1.501 3.854 -3.869 0.46 -0.20 0.13 0.204
H 0.291 6.327 -3.896 0.35 0.40 0.58 0.330
H 0.771 4.714 -4.366 0.11 -0.02 -0.13 0.456
H 2.533 5.119 -2.973 0.05 -0.30 -0.08 0.343
H 2.264 3.578 -2.053 -0.68 -0.56 -1.06 0.299
H 2.422 4.945 -1.247 -0.74 1.05 0.29 0.215
H -3.010 5.410 -3.103 -0.60 0.21 0.69 0.289
H -1.841 6.456 -2.689 -0.05 0.33 0.38 0.293
C 1.801 8.029 4.094 0.77 0.39 0.51 -1.531
C 1.407 6.707 3.499 -0.07 -0.13 -1.80 0.513
C 1.946 5.493 4.263 -1.37 1.09 0.37 -0.867
O 1.420 4.320 3.699 -0.01 1.00 0.22 -0.251
C 2.191 3.199 4.008 -0.48 -0.57 -1.63 -0.789
N -0.067 6.703 3.305 0.80 -0.27 1.12 -0.580
H 2.884 8.130 4.021 0.08 0.22 0.14 0.379
H 1.518 8.132 5.141 -0.01 -0.17 0.16 0.406
H 1.345 8.875 3.579 0.06 -0.12 -0.21 0.423
H 1.795 6.690 2.481 0.35 -0.26 -0.08 0.249
H 1.583 5.605 5.285 -0.22 -0.17 0.46 0.321
H 3.030 5.528 4.380 0.22 -0.19 -0.60 0.419
H 1.672 2.431 3.434 0.06 -0.62 0.54 0.227
H 2.238 2.967 5.072 0.31 0.05 -0.04 0.296
H 3.122 3.316 3.454 0.69 -0.19 0.76 0.376
H -0.290 7.501 2.728 -0.08 0.03 -0.46 0.292
H -0.320 7.028 4.227 -1.22 -0.26 0.40 0.310
C -1.059 -8.711 -2.662 -0.94 -0.60 0.22 -0.566
O -0.689 -7.451 -3.216 0.45 -0.56 0.26 -0.477
H -1.960 -9.139 -3.101 -0.05 0.16 -0.65 0.269
H -0.291 -9.478 -2.769 0.36 0.57 -0.37 0.249
H -1.333 -8.745 -1.608 0.39 0.76 0.40 0.248
H -1.353 -6.777 -3.055 -0.21 -0.32 0.14 0.276
C -3.421 -0.735 -7.855 1.72 1.54 0.06 -0.545
O -4.802 -0.857 -7.895 -0.86 -0.79 0.07 -0.504
H -3.158 0.060 -7.156 0.08 0.22 0.32 0.227
H -2.806 -1.576 -7.535 -0.83 -0.67 -0.05 0.236
H -2.975 -0.390 -8.787 -0.20 -0.20 -0.33 0.265
H -5.145 -0.406 -8.669 0.07 -0.09 0.00 0.324
```
Positions in Å, forces in eV/Å.


[3]
This record from the Open Molecules 2025 dataset describes a cluster of 2 separate species, C3H10N2 in total. The level of theory is the ωB97M-V functional and the def2-TZVPD basis.

Calculated values
Molar mass in g/mol: 74.1
Structure (SMILES): C=NC.CN
Net charge: 0
2S+1: 1
E_tot in hartree: -229.74839
HOMO in eV: -8.50

Geometry as XYZ:
```
15
Properties=species:S:1:pos:R:3:forces:R:3:nbo_charge:R:1
C -2.633 -0.734 -0.056 0.47 0.95 -0.15 -0.053
N -1.390 -0.937 -0.145 -0.63 -0.14 0.23 -0.396
C -0.737 -1.560 0.992 1.23 -0.27 -0.06 -0.466
H -3.115 -0.247 -0.901 -0.17 -0.16 -0.01 0.172
H -3.213 -0.836 0.863 -0.08 -0.45 0.02 0.142
H -0.519 -0.892 1.838 -0.41 0.08 -0.30 0.205
H 0.245 -1.877 0.628 0.00 -0.07 0.19 0.202
H -1.225 -2.465 1.350 -0.34 0.11 0.06 0.194
C 2.802 1.361 -0.375 -0.47 1.58 -0.10 -0.412
N 1.388 1.639 -0.624 -0.41 -0.38 -0.10 -0.876
H 3.266 2.164 -0.973 0.82 -0.89 0.00 0.186
H 3.050 0.346 -0.679 0.19 0.24 -0.17 0.198
H 3.161 1.552 0.653 -0.40 -0.43 -0.12 0.169
H 0.965 2.366 -0.076 0.08 -0.05 0.17 0.359
H 0.760 0.864 -0.762 0.12 -0.10 0.32 0.375
```
Positions in Å, forces in eV/Å.


[4]
This record from the Open Molecules 2025 dataset describes a structure of composition C19H37ClN5O10PtSi4Te. The level of theory is the ωB97M-V functional and the def2-TZVPD basis.

Calculated values
Molar mass in g/mol: 966.0
Net charge: -1
2S+1: 3
E_tot in hartree: -3777.72761
HOMO (spin up / spin down) in eV: -4.70 / -5.45

Geometry as XYZ:
```
78
Properties=species:S:1:pos:R:3:forces:R:3:mulliken_spin:R:1
Pt -0.012 -0.313 -2.586 -0.10 0.33 1.58 1.159
C -2.168 -0.601 4.813 -0.64 0.17 1.11 0.001
Si -1.805 0.237 3.177 -0.21 -0.10 0.03 -0.007
C -1.128 1.884 3.669 -0.17 1.46 0.98 0.005
C -3.455 0.557 2.337 -0.37 -0.03 -0.78 0.003
Si -0.448 -1.072 1.823 0.44 0.21 -1.39 0.071
Te -0.142 0.575 -0.321 0.12 0.06 1.65 0.575
Si -1.512 -2.976 0.932 0.20 0.17 0.11 -0.034
C -2.306 -4.043 2.257 -0.16 -0.68 0.06 0.000
C -2.787 -2.609 -0.398 -1.50 -0.46 0.63 0.016
C -0.121 -4.035 0.263 -0.77 -1.60 0.02 0.005
Si 1.734 -1.483 2.724 -0.82 0.57 -0.24 -0.009
C 2.942 -2.570 1.818 -0.05 -0.86 -0.71 -0.001
C 1.370 -2.363 4.328 0.89 -0.41 1.13 0.000
C 2.513 0.196 3.004 0.63 0.19 0.96 0.009
H -2.994 0.048 5.283 1.25 -0.89 -0.34 0.000
H -1.275 -0.668 5.493 -0.86 0.23 -0.55 0.000
H -2.587 -1.615 4.725 0.12 0.27 -0.06 0.000
H -2.011 2.439 4.123 0.90 -0.50 -0.45 0.001
H -0.739 2.530 2.880 -0.16 -0.16 -0.22 -0.001
H -0.349 1.875 4.457 -0.37 -0.29 -0.33 0.001
H -3.304 0.966 1.313 0.00 0.01 0.66 0.012
H -4.034 1.302 2.928 0.23 -0.52 -0.37 0.001
H -4.052 -0.367 2.178 0.25 0.46 0.35 0.002
H -3.290 -3.667 2.648 0.93 -0.51 -0.32 0.000
H -1.567 -4.164 3.073 -0.53 0.05 -0.15 0.000
H -2.398 -5.063 1.768 -0.28 1.00 0.66 0.000
H -3.719 -2.095 0.031 1.34 -0.52 -0.56 0.003
H -3.150 -3.575 -0.841 0.35 0.69 0.36 0.000
H -2.361 -2.033 -1.201 0.07 0.36 -0.33 -0.008
H 0.512 -4.577 0.978 -0.08 0.55 0.28 0.001
H 0.507 -3.559 -0.456 0.40 0.44 -0.61 -0.002
H -0.639 -4.888 -0.240 0.25 0.55 -0.10 0.000
H 2.717 -3.641 2.043 0.14 0.73 -0.16 0.001
H 3.960 -2.360 2.178 -0.18 0.00 -0.05 0.001
H 2.953 -2.458 0.716 0.01 0.07 0.60 0.002
H 0.427 -2.905 4.381 -0.12 0.09 -0.08 0.000
H 1.441 -1.685 5.204 -0.17 -0.32 -0.44 0.000
H 2.175 -3.129 4.459 -0.51 0.48 0.04 0.001
H 1.907 1.003 3.474 0.30 -0.76 -0.12 0.001
H 2.835 0.580 2.055 0.11 0.22 -0.73 0.005
H 3.471 0.043 3.570 -0.81 0.23 -0.18 0.001
O 5.773 4.187 -0.733 -1.72 -0.12 -0.76 -0.001
N 4.653 4.311 -1.282 1.47 2.16 0.89 0.000
O 4.164 5.459 -1.502 0.72 -2.41 0.36 0.000
C 3.967 3.130 -1.719 -1.00 3.31 0.91 -0.002
C 4.416 1.869 -1.382 0.27 0.15 -1.43 0.010
C 3.859 0.915 -2.161 1.04 -2.70 1.72 -0.010
C 2.844 1.031 -3.181 0.86 0.32 0.56 -0.004
O 2.643 0.197 -4.044 -0.47 0.04 -0.17 0.003
C 2.185 2.312 -2.965 -0.79 0.09 -0.27 0.016
C 2.729 3.415 -2.314 0.75 -2.53 -0.48 0.003
N 0.964 2.483 -3.655 -1.23 -0.23 -0.91 -0.004
O 0.165 1.476 -3.857 1.85 3.75 0.09 -0.011
O 0.764 3.625 -4.071 -1.10 -1.28 0.04 0.041
N 4.284 -0.469 -1.738 -0.42 1.12 1.43 0.003
O 4.310 -0.643 -0.484 0.14 -0.20 -2.34 -0.001
O 4.572 -1.272 -2.583 0.05 -0.34 0.35 0.000
H 5.259 1.699 -0.721 -0.32 0.02 0.01 -0.001
H 2.248 4.374 -2.234 0.12 0.06 -0.26 0.000
Cl -2.221 -3.346 -5.865 0.40 0.17 0.28 0.001
C -0.588 -3.398 -5.070 0.28 -0.66 -1.23 -0.001
C -0.363 -2.222 -4.166 -1.09 -0.84 2.67 -0.031
O 0.075 -1.100 -4.475 0.22 -0.49 -2.52 0.052
O -0.684 -2.419 -2.930 0.23 -0.87 -1.50 0.113
H 0.140 -3.504 -5.903 -0.42 0.36 0.68 0.003
H -0.584 -4.306 -4.465 0.01 0.27 -0.08 0.001
C -3.153 3.325 -3.289 -0.36 1.15 -0.83 -0.001
N -2.843 3.007 -1.938 0.27 0.11 1.32 0.001
C -2.655 3.869 -0.873 0.89 -1.08 0.77 -0.013
N -3.011 5.203 -1.035 -0.01 -0.22 0.51 0.001
O -2.137 3.443 0.189 -1.23 1.12 -1.78 -0.003
H -3.834 2.594 -3.743 0.06 0.14 0.28 0.000
H -2.272 3.401 -3.956 -0.22 0.04 0.42 0.000
H -3.665 4.313 -3.261 0.23 -0.70 -0.52 0.001
H -2.445 2.101 -1.750 0.11 -0.10 0.04 0.019
H -3.646 5.520 -1.764 0.36 -0.30 0.52 0.000
H -3.023 5.699 -0.142 -0.05 -0.24 -0.70 0.000
```
Positions in Å, forces in eV/Å.


[5]
This record from the Open Molecules 2025 dataset describes an isolated molecule of C2H3P3. The level of theory is the ωB97M-V functional and the def2-TZVPD basis.

Calculated values
Molar mass in g/mol: 120.0
Net charge: 0
2S+1: 3
E_tot in hartree: -1101.94094
HOMO (spin up / spin down) in eV: -7.08 / -9.07

Geometry as XYZ:
```
8
Properties=species:S:1:pos:R:3:forces:R:3:nbo_charge:R:1
C -0.790 0.657 -0.083 2.52 -0.89 -0.28 -0.547
C 0.465 -0.003 -0.701 -0.38 -1.37 0.06 -0.740
P -1.206 0.484 1.532 0.02 -0.63 0.78 0.380
P 1.368 -1.242 0.543 0.75 0.86 -2.64 0.248
P 0.099 -1.187 2.202 -2.14 1.12 1.00 -0.045
H -1.357 1.199 -0.814 -0.51 0.50 0.05 0.229
H 0.100 -0.518 -1.632 0.53 0.07 0.74 0.232
H 1.321 0.610 -1.047 -0.79 0.35 0.29 0.243
```
Positions in Å, forces in eV/Å.


[6]
This record from the Open Molecules 2025 dataset describes a cluster of 2 separate species, C6H12O in total. The level of theory is the ωB97M-V functional and the def2-TZVPD basis.

Calculated values
Molar mass in g/mol: 100.2
Structure (SMILES): C=C/C(C)=C/C.O
Net charge: 0
2S+1: 1
E_tot in hartree: -310.98092
HOMO in eV: -8.29

Geometry as XYZ:
```
19
Properties=species:S:1:pos:R:3:forces:R:3:nbo_charge:R:1
C -0.732 2.115 0.413 -0.51 -0.18 0.28 -0.373
C -1.499 1.043 0.241 0.36 -0.52 0.12 -0.211
C -1.189 -0.101 -0.641 -0.16 0.04 0.25 -0.036
C -2.160 -1.256 -0.491 -0.27 0.85 -0.06 -0.635
C -0.044 -0.161 -1.326 1.10 -1.71 0.14 -0.179
C 0.279 -1.211 -2.364 0.01 0.40 -0.05 -0.642
H 0.207 2.225 -0.112 -0.04 0.20 0.00 0.197
H -1.064 2.861 1.121 0.25 0.24 -0.07 0.201
H -2.440 0.930 0.776 0.11 0.28 0.09 0.196
H -2.011 -1.592 0.540 0.18 -0.33 -0.14 0.221
H -2.008 -2.063 -1.199 -0.17 -0.03 0.17 0.217
H -3.197 -0.915 -0.477 -0.08 -0.09 -0.43 0.213
H 0.874 0.212 -0.872 -0.39 1.35 -0.50 0.198
H 1.256 -1.678 -2.201 -0.30 -0.26 0.35 0.211
H 0.401 -0.793 -3.371 -0.29 0.26 0.12 0.219
H -0.539 -1.917 -2.401 0.21 -0.48 -0.28 0.204
O 4.706 1.009 4.432 -0.13 -0.24 -0.39 -0.933
H 4.136 1.177 3.670 0.08 0.12 0.22 0.467
H 5.026 0.114 4.264 0.05 0.12 0.16 0.466
```
Positions in Å, forces in eV/Å.


ΔE to the lowest compared entry with this formula, charge and spin, respectively: 11.5 416.4 38.2 0.0 0.0 49.2 kcal per mole.